Entry 1:
DFT (ωB97M-V with the def2-TZVPD basis set) results for a cluster of 14 separate species, C18H9Cl53FNO3S in total.

```
! RIJCOSX wB97M-V def2-TZVPD def2/J DEFGRID3
* xyz 0 1
H -2.922 3.567 2.863
C -1.291 2.303 2.689
Cl -6.310 0.446 -3.687
Cl 3.121 5.370 -14.044
C 5.369 -3.411 6.071
Cl -3.583 -2.190 1.095
Cl 6.490 -3.265 4.712
Cl -0.171 7.105 -6.368
H -5.686 -0.458 3.443
Cl 5.400 -1.944 7.037
Cl 9.759 -0.433 4.104
C 3.540 7.441 -2.909
S -5.040 2.229 1.559
C -6.130 3.565 -6.254
Cl 4.452 8.731 -2.125
Cl -2.363 5.531 -7.359
Cl 9.859 -1.617 8.232
Cl 1.299 -6.677 5.930
Cl 2.575 6.590 -1.708
Cl 7.679 0.650 5.767
Cl 1.813 4.212 -8.424
C 2.540 4.052 -6.828
Cl 3.619 7.086 -11.783
C 8.208 0.410 4.108
F -4.786 1.736 0.114
C -5.302 -0.686 -2.784
H -1.038 1.275 2.948
Cl 2.462 8.148 -4.125
Cl 2.664 5.639 -6.065
Cl 4.155 3.353 -6.990
C 2.921 -12.407 2.110
Cl 3.918 4.233 -11.519
C -4.842 -1.045 3.145
Cl 2.956 -13.843 3.135
C -3.250 0.361 1.837
Cl -8.707 -4.453 1.902
Cl -5.759 2.145 -7.236
O -0.414 3.142 2.727
C -8.702 -3.068 0.811
Cl -7.537 -1.873 1.398
C -1.340 6.934 -7.676
Cl 4.061 -11.214 2.731
C -2.670 2.724 2.261
Cl 0.115 -3.693 1.334
Cl -8.249 -3.597 -0.808
Cl 1.295 -11.720 2.117
O -5.022 3.633 1.526
C -4.350 -0.677 1.768
H -5.170 -2.061 3.093
H -5.149 -0.454 1.084
Cl -6.617 4.893 -7.310
Cl -2.339 8.384 -7.792
H -4.029 -1.030 3.845
Cl 5.833 -4.825 7.056
Cl 3.366 -12.848 0.462
Cl 3.858 -6.880 4.639
Cl -5.969 -0.851 -1.155
Cl -0.746 -1.452 2.924
Cl -0.472 6.700 -9.193
Cl 2.066 -2.016 2.629
H -2.519 -0.012 2.521
Cl 2.237 -9.237 4.992
H -2.729 0.451 0.899
Cl 0.403 -3.771 4.197
H -2.595 3.100 1.255
Cl 7.022 -0.553 3.218
Cl -7.485 3.176 -5.188
Cl 7.956 -0.960 10.292
C 0.464 -2.737 2.771
Cl 1.534 2.992 -5.841
Cl -4.671 4.039 -5.392
Cl -5.355 -2.270 -3.562
C 8.884 -2.267 9.549
Cl 3.736 -3.651 5.459
Cl 1.450 -7.216 3.100
N -3.707 1.662 2.372
C 2.213 -7.507 4.665
Cl 9.941 -3.001 10.759
C 2.991 5.519 -12.292
Cl 7.775 -3.478 8.908
Cl 4.658 6.315 -3.676
O -6.202 1.583 2.013
Cl 1.295 5.386 -11.816
Cl -3.633 -0.110 -2.738
Cl -10.308 -2.343 0.768
Cl 8.391 1.982 3.324
*
```

## Properties
- E_tot: -25859.7729 Ha
- E_HOMO: -0.39070 Eh
- Frontier orbital gap: 0.3881 Eh

Atom charges from the Löwdin analysis, given in e for atoms 1 to 2: atom 1 (H): 0.13, atom 2 (C): -0.20

Entry 2:
DFT (ωB97M-V with the def2-TZVPD basis set) results for a structure of composition C5H11NO.

```
! RIJCOSX wB97M-V def2-TZVPD def2/J DEFGRID3
* xyz 0 1
H -0.982 -0.751 1.682
H -0.689 2.183 -0.076
H 2.244 -1.503 0.091
C 1.331 -1.399 0.688
C 0.222 -0.738 -0.135
O -2.502 -0.670 -1.053
H 0.996 -2.412 0.958
C 0.354 2.074 -0.342
C -2.213 -0.488 0.127
H 1.545 -0.820 1.592
H 1.631 0.666 -1.072
H -2.962 -0.279 0.917
H -0.097 0.399 -2.054
C 0.548 0.612 -0.870
H 0.042 -1.466 -0.944
N -0.980 -0.627 0.675
H 0.915 2.152 0.605
H 0.596 3.067 -0.791
*
```

## Properties
- E_tot: -327.0582 Ha
- E_HOMO: -0.35929 Eh
- Frontier orbital gap: 0.3905 Eh
- ΔE to the lowest compared entry with this formula, charge and spin: 45.9 kcal/mol

Atom charges from the Löwdin analysis, given in e for atoms 1 to 2: atom 1 (H): 0.14, atom 2 (H): 0.04

Entry 3:
DFT (ωB97M-V with the def2-TZVPD basis set) results for the molecule C2H5ClN2O2.

```
! RIJCOSX wB97M-V def2-TZVPD def2/J DEFGRID3
* xyz 0 1
H 2.068 -0.461 0.808
Cl 1.476 2.151 1.006
O 0.205 -0.834 0.254
H -0.829 1.814 0.880
N 1.263 0.623 -1.602
H 0.854 0.040 1.941
H -0.133 2.691 -0.591
C -0.039 1.828 0.087
H -0.839 0.597 -1.253
C 0.087 0.600 -0.730
O 2.331 0.546 -1.042
N 1.122 -0.720 1.209
*
```

## Properties
- E_tot: -799.1780 Ha
- E_HOMO (alpha / beta): -0.32307 / -0.32312 Eh
- Frontier orbital gap (alpha / beta): 0.2927 / 0.2927 Eh
- ΔE to the lowest compared entry with this formula, charge and spin: 79.2 kcal/mol
- SMILES: NO[C@@H](CCl)N=O

Atom charges from the Löwdin analysis, given in e for atoms 1 to 2: atom 1 (H): 0.08, atom 2 (Cl): 0.62

Entry 4:
DFT (ωB97M-V with the def2-TZVPD basis set) results for a cluster of 16 separate species, C56H128O40 in total.

```
! RIJCOSX wB97M-V def2-TZVPD def2/J DEFGRID3
* xyz 0 1
O 1.679 8.013 -0.304
H 4.355 2.478 -0.833
H 5.753 -2.586 -2.570
H 0.857 0.471 -1.022
C -0.451 2.432 -5.562
C 5.803 -1.586 2.759
H 0.106 2.422 3.696
H 3.101 -2.129 -2.348
C -0.952 1.194 -0.024
H -0.279 1.868 5.607
C -1.538 -2.810 -2.541
C -0.752 0.841 5.715
H -2.960 -3.634 6.042
H -7.354 0.889 -1.357
O 3.082 2.210 1.560
H 0.503 9.075 -2.539
C 1.474 8.691 -2.871
H -3.190 -2.440 7.399
C -0.852 -4.930 4.176
O -4.415 0.523 4.220
O -5.217 0.782 -5.139
C 6.014 -4.282 -0.735
H 7.434 -0.369 5.343
C -4.842 -0.777 4.007
C -1.040 5.915 -4.704
C -4.574 -0.309 -4.893
H -3.704 1.539 -6.443
O -3.964 -6.923 1.910
O -1.147 3.491 2.467
H 3.289 0.838 -3.185
O -5.350 -1.287 -4.527
O -5.693 1.770 -0.975
O -0.661 6.305 3.319
H 1.302 6.847 3.891
H -2.101 3.517 -4.686
H 1.810 4.238 -6.808
H 4.198 -2.432 1.776
C -1.817 4.211 3.533
C 0.188 3.046 2.833
H 6.581 -2.125 2.213
H -2.735 4.627 3.132
H -4.142 -2.766 -5.382
H 1.603 -2.329 -1.650
H 2.863 -6.083 2.084
H -0.215 -4.944 3.320
O -4.746 3.489 -2.209
O 5.709 -2.935 -0.505
O 1.803 -1.486 5.010
C -4.991 -3.362 -0.856
C 0.245 7.263 3.853
H 3.219 2.275 4.396
O 1.575 7.324 -2.464
H -0.775 1.000 -2.644
C 7.134 -0.271 4.277
O 1.808 2.245 -3.183
H 2.292 4.004 -2.364
C 5.666 -4.277 3.616
H -5.423 -0.862 -0.096
H -7.066 -3.739 -2.562
C -4.777 1.336 3.053
H 2.907 0.283 -0.375
H -2.401 0.388 -2.802
H -3.727 -4.995 1.267
C -4.446 -0.970 -0.545
H 6.038 3.040 -0.777
C 3.714 -0.442 -0.289
O -6.262 -2.855 -0.990
C 1.132 -0.518 5.727
H -0.632 6.772 -5.231
H 1.915 -3.195 -3.193
C 2.700 3.361 -3.156
H -2.409 3.426 -1.141
H -8.206 -3.521 -1.188
H -4.377 -1.235 3.119
H 0.891 3.846 3.094
O 4.664 1.680 3.002
O -2.106 -3.963 -3.210
H -1.565 -7.918 -4.367
H 7.035 -4.456 -1.031
C -3.029 -5.150 3.251
H 6.272 -0.194 -2.344
O 2.991 3.206 -5.502
H -0.183 4.885 4.677
C 1.524 7.112 -1.147
H -5.860 1.244 2.860
H -3.932 -5.341 3.766
H 4.414 -0.174 0.536
O 4.456 -3.626 3.423
H -0.579 -3.189 -2.211
H -5.597 -3.330 -4.516
C 2.352 1.042 -3.738
H 1.520 8.731 -3.991
H -7.314 2.596 -1.972
H 4.870 4.013 -0.001
H -2.380 3.603 0.712
O 0.254 -0.950 0.186
C -6.838 1.661 -1.916
H -1.660 0.734 5.134
H -0.556 -7.577 -3.021
C 1.294 5.591 0.534
H 2.768 2.895 -7.541
H 5.978 -4.840 2.704
H -0.989 1.048 -8.472
H 7.275 -2.197 -1.630
C 5.106 2.992 -0.210
H -1.503 -1.938 -3.151
H 3.674 4.327 -7.102
H -2.072 2.093 -2.528
H 0.474 -2.213 1.631
C 3.698 1.347 4.044
H 0.619 2.504 -5.714
H -4.221 0.947 2.189
O 6.190 -1.299 4.079
O 0.088 -0.147 5.013
H -4.879 -0.915 6.087
C -1.145 -4.884 -3.441
H 5.527 -5.038 4.426
C -7.209 -3.851 -1.489
C -0.680 1.028 -7.413
H 8.012 -0.487 3.636
H 6.495 -3.660 3.986
H 6.155 -0.265 -0.552
O -4.032 2.791 -0.135
H -1.057 -3.867 4.377
O 5.246 2.210 0.980
H -0.746 5.856 -3.661
H 2.401 9.121 -2.623
H -2.839 -7.884 3.295
H -1.630 -2.660 6.512
H 5.590 -0.689 2.168
H -3.713 2.183 -4.703
H 2.157 6.027 1.078
H 5.472 -4.627 -1.611
H -0.681 2.262 -0.191
C 6.204 -2.151 -1.581
O 0.084 -4.774 -3.542
H -0.113 -6.940 -4.629
O 4.397 -0.379 -1.532
C -3.212 -5.748 1.886
H 2.943 0.719 3.567
H -3.275 4.745 -0.390
H 0.457 6.069 1.006
O 1.445 -0.040 6.791
H -0.031 7.673 4.832
H 3.301 4.991 -4.323
H 3.722 3.031 -2.778
C -1.750 1.086 -2.278
H -3.657 -8.924 2.041
H -6.478 1.306 -2.890
O 2.771 -3.925 -1.421
H -2.144 5.924 -4.713
C -1.011 3.593 -4.779
O -2.011 -5.733 4.086
H 1.104 0.833 0.685
H 1.218 4.485 0.625
H -4.920 -2.451 5.343
H 1.568 4.521 -4.685
C -0.049 -1.306 1.542
H -4.412 -0.636 -1.614
H -0.659 1.507 -5.047
H -2.849 -4.080 3.187
C 2.915 -2.047 5.800
C 2.292 -2.839 -2.259
H -1.387 1.149 0.985
H -1.096 -1.442 1.802
H 3.447 -2.674 5.148
H 0.173 8.072 3.091
C 2.102 -5.616 1.486
C 2.634 4.130 -4.516
H -1.686 5.709 5.107
O 2.743 -5.217 0.294
H 1.755 -4.766 2.085
O -1.043 2.316 -6.902
H 0.664 2.579 2.000
H -2.222 -5.930 1.446
H 2.495 -2.675 6.631
C 4.450 -2.348 2.799
C 5.800 -0.698 -1.525
H 3.579 -1.286 6.145
H -2.242 -7.971 1.617
O -1.949 0.736 -0.887
H -4.420 2.385 3.237
C -4.332 1.906 -5.578
H 5.778 -4.789 0.172
H -1.231 0.254 -6.910
H 1.363 -6.311 1.131
C 2.812 3.717 -6.837
C -4.410 -1.496 5.310
H -5.939 -0.869 3.876
H -0.234 -5.331 5.030
H 4.302 0.852 4.805
C -4.835 2.728 -1.253
O 1.297 5.836 -0.863
H 3.343 -1.445 -0.040
O -4.124 -2.407 -0.564
C -2.950 3.696 -0.271
H -3.710 -0.547 0.080
H -0.915 0.527 6.787
C 2.047 -4.347 -0.414
H -0.531 3.556 -3.778
C 0.383 0.441 -0.034
O -2.989 -1.597 5.532
H 0.356 -0.570 2.229
O -4.674 -4.498 -1.028
H -2.107 -2.656 -1.632
H -4.339 -2.794 -3.528
C -3.118 -8.031 2.215
H 6.673 0.678 4.016
H 1.665 0.272 -3.470
C -1.050 5.336 4.261
H 0.413 0.925 -7.400
H -5.015 2.671 -5.854
C 4.220 2.074 1.819
O -3.371 -0.361 -5.090
H -2.059 3.447 4.294
H 3.719 -1.705 3.416
H -6.963 -4.877 -1.186
C -4.769 -2.624 -4.492
H 2.540 1.072 -4.779
C -0.925 -7.152 -3.957
C -2.725 -2.638 6.382
O 0.919 -3.932 -0.172
O -0.551 4.795 -5.443
O -1.743 -6.046 -3.647
*
```

## Properties
- E_tot: -5219.6921 Ha
- E_HOMO: -0.32604 Eh
- Frontier orbital gap: 0.3436 Eh

Atom charges from the Löwdin analysis, given in e for atoms 1 to 2: atom 1 (O): 0.08, atom 2 (H): 0.08

- Number 1 is which compound?
  C18H9Cl53FNO3S

- The highest E_tot belongs to which entry?
  C5H11NO

- The highest E_tot belongs to which entry?
  C5H11NO